[1]
ORCA calculation (the ωB97M-V functional and the def2-TZVPD basis) on a molecular structure, C4H7BF8O4SSb at a distorted geometry.

Calculated values
Energy relative to the best compared isomer or geometry (same formula, charge and spin): 196.89 kJ/mol
F_max: 5.81 eV Å⁻¹
Charge: -1
HOMO level: -5.246 eV
Frontier orbital gap: 7.8513 eV
LUMO: 0.0957 Ha

Geometry as XYZ:
```
26
Properties=species:S:1:pos:R:3:forces:R:3:mulliken_charge:R:1
Sb 0.230942 0.093156 -0.433431 0.6 -2.7 -1.6 0.615
S 1.267965 2.180579 0.536948 3.7 4.1 -1.9 0.954
F -4.032679 -1.567887 1.516060 2.4 0.7 -0.8 -0.282
F 0.824651 2.438601 2.157734 0.4 0.1 -1.3 -0.324
F -2.158690 -2.279674 0.529035 -0.9 2.8 1.5 -0.213
F -3.515539 -0.517850 -1.133466 1.4 0.9 2.2 -0.269
F -4.049110 0.835117 0.593106 1.7 -1.6 -0.9 -0.295
F -2.049425 1.722658 -1.420883 0.0 -1.2 2.2 -0.287
F -1.812707 2.060634 0.806638 0.0 -2.2 -1.5 -0.298
F -2.100274 -0.728377 2.263935 -1.1 -0.9 -2.8 -0.214
O 0.383417 1.024316 -2.264095 -0.1 -0.2 0.1 -0.741
O 2.864403 -1.074308 -2.018344 -1.5 -0.9 1.7 -0.552
O 0.870459 3.321488 -0.353700 0.0 -2.1 2.8 -0.569
O 2.786039 2.080301 0.552511 -3.5 -0.5 0.8 -0.651
C 3.059840 -1.295382 0.665505 -0.5 -0.1 -0.1 -0.883
C -2.746771 -1.131145 1.097666 -1.5 -1.8 1.1 0.488
C -1.764833 1.040968 -0.191862 -1.1 2.2 -1.3 0.309
C -2.994827 0.040983 0.042618 -1.4 1.2 0.2 0.640
B 2.276117 -0.846040 -0.702723 2.3 0.1 -0.2 0.449
H 2.325288 -1.772008 -2.458084 0.4 0.9 0.1 0.306
H 3.422564 -0.381657 1.257310 -0.4 -1.2 -1.0 0.264
H -0.438706 -1.365301 -1.156219 -0.3 0.2 0.1 -0.126
H 3.896228 -2.045013 0.464564 -1.0 1.0 0.4 0.249
H 0.230709 -0.587570 1.175995 -0.4 0.3 0.1 -0.104
H 2.247274 -1.769066 1.326485 1.2 0.5 -0.8 0.284
H 0.977665 0.522476 -2.853302 -0.2 0.2 0.7 0.250
```
Forces are in eV/Å.

---

[2]
ORCA calculation (the ωB97M-V functional and the def2-TZVPD basis) on 16 unconnected molecules or ions with the total composition C15H56F6N27O19S2 at a distorted geometry.

Calculated values
Energy relative to the best compared isomer or geometry (same formula, charge and spin): 76.53 kJ/mol
F_max: 3.92 eV Å⁻¹
Charge: -1
HOMO level: -7.172 eV
Frontier orbital gap: 8.7097 eV
LUMO: 0.0565 Ha

Geometry as XYZ:
```
125
Properties=species:S:1:pos:R:3:forces:R:3:mulliken_charge:R:1
S 2.113670 -0.279962 0.590254 0.2 1.8 0.8 0.929
S -0.036174 -1.422087 -0.015081 -2.0 -2.2 -2.6 0.355
F 3.002650 -1.452696 2.788117 0.0 -0.2 0.1 -0.215
F 2.792949 0.674170 3.057973 0.4 0.2 -0.4 -0.127
F -2.377876 -0.549763 -0.921869 0.0 0.4 1.0 0.017
F -2.453477 -2.510111 -0.102742 0.3 -0.1 0.3 -0.160
F -2.361424 -0.861206 1.278978 -0.1 0.4 0.2 -0.263
F 4.435442 -0.133026 1.876990 -0.3 0.2 -0.1 -0.050
O 5.287533 -3.571703 -0.181710 -0.1 -0.1 -0.1 -0.605
O -0.797643 -4.322212 -2.102092 -0.9 -0.9 0.4 -0.487
O -4.378466 3.507992 0.345045 0.0 -0.2 -1.2 -0.811
O -5.175461 -2.421382 0.977750 -1.0 0.6 0.1 -0.658
O 4.487526 3.391998 -2.053194 -0.6 -0.1 -0.6 -0.747
O 0.323345 0.166217 3.685827 -0.2 0.3 0.2 -0.652
O 1.606336 -2.016118 8.108740 0.3 0.1 -0.9 -0.697
O 3.951729 3.511817 2.335030 0.9 -0.1 0.0 -0.639
O -3.715963 -2.467461 -5.820675 0.3 0.8 0.2 -0.699
O 0.420289 5.817400 0.180363 0.0 -0.5 -0.3 -0.811
O 0.219882 -2.814769 0.302081 -0.2 0.9 -0.2 -0.356
O -6.638652 -3.194710 -3.776460 -0.4 0.0 1.1 -0.681
O 2.725337 -1.340568 -0.159376 -0.5 0.0 0.6 -0.507
O -1.170481 2.941863 -3.765199 0.5 0.2 0.7 -0.743
O 0.255364 -0.920205 -1.356058 -0.5 -0.6 0.9 -0.726
O -0.472063 2.782976 2.869161 -0.2 0.3 0.3 -0.773
O 7.883322 -0.686220 -1.954921 -1.1 0.5 0.0 -0.725
O 2.264786 1.068348 0.085258 0.0 -0.4 0.6 -0.369
O 2.374668 -6.193722 2.834474 -0.7 0.5 0.0 -0.744
N 6.721022 0.005173 -0.132672 0.9 -1.2 -0.9 -0.268
N -6.832085 -2.876584 -1.483585 0.0 0.1 -0.1 -0.316
N 2.492872 5.315003 -0.645445 -0.3 -0.1 0.2 -0.261
N 3.604000 3.159224 -4.187516 0.9 0.6 0.0 -0.406
N -6.201697 -1.161486 2.588236 -0.3 -0.3 0.6 -0.411
N 1.430733 -0.521216 6.379527 0.7 -0.9 -0.5 -0.244
N -4.206674 -0.248261 -5.603708 0.5 -0.3 0.4 -0.386
N -2.950755 -1.335370 -4.011275 0.1 -0.4 -0.4 -0.022
N 5.296607 2.248366 3.697721 -0.2 0.3 0.1 -0.424
N 6.344373 1.027694 -2.140965 0.5 -0.9 -0.3 -0.215
N -1.645576 2.063116 1.108547 0.9 -0.9 0.2 0.759
N 0.443366 -0.427474 1.062786 3.6 0.7 0.1 0.070
N -2.559244 3.677491 2.421266 -1.1 0.2 -0.6 -0.310
N -2.068298 -5.736401 -3.349826 0.2 0.0 1.2 -0.556
N -0.373717 2.686351 -1.627233 0.2 -0.3 -0.7 1.314
N 6.219392 3.272220 1.891874 -1.8 0.3 -0.3 -0.423
N 2.396757 -2.568396 6.029565 -0.2 0.4 0.3 -0.356
N -4.913650 -3.675084 -2.403271 0.7 0.0 1.2 -0.080
N 2.331322 -4.626526 1.236286 -0.5 1.2 -0.5 -0.167
N 1.444119 3.823038 0.684281 -0.3 -0.8 0.0 0.257
N -5.584009 2.462654 -1.243061 -1.0 0.1 0.1 -0.391
N 2.718887 1.988785 -2.482059 0.7 0.8 1.4 0.135
N -3.375640 2.875659 -1.647147 -0.8 0.0 -0.1 -0.166
N 0.543503 -4.823556 2.720922 0.5 0.9 -1.1 -0.297
N -5.491993 -0.164701 0.683702 -0.3 0.4 0.4 -0.297
N -2.121014 -5.881239 -1.049056 0.3 0.3 0.8 -0.335
N -1.000661 4.752288 -2.389052 0.6 -0.3 0.0 -0.146
C 3.666032 2.910571 -2.845120 -0.8 -1.0 -0.2 0.728
C -0.783602 3.437564 -2.697513 -1.1 0.2 -0.4 -0.110
C 1.800005 -1.721406 6.923968 -0.6 0.2 1.4 0.591
C -4.425888 3.035374 -0.801720 0.7 -0.3 0.7 0.541
C 5.055613 3.063603 2.620011 0.0 -0.5 0.2 0.649
C -1.508828 2.851729 2.199179 0.1 0.7 0.0 0.324
C -1.613571 -5.244477 -2.126799 1.0 1.1 -1.5 0.497
C 3.152275 -0.269077 2.206159 -1.0 -0.5 -0.2 0.171
C -3.623573 -1.405459 -5.204194 -0.1 -1.5 0.2 0.742
C 1.376569 5.038338 0.093046 0.4 0.6 0.2 0.695
C 1.780074 -5.241424 2.309632 1.2 -2.2 0.4 0.470
C -5.613421 -1.336697 1.377180 1.0 -1.0 -0.2 0.480
C -1.932089 -1.306263 0.123312 0.4 -0.7 -1.4 0.203
C 6.993026 0.032250 -1.487000 1.0 0.7 0.9 0.505
C -6.184984 -3.233132 -2.632694 0.2 -0.3 -1.6 0.499
H 1.910248 -3.819972 0.799945 -0.2 -0.2 0.0 0.256
H -4.375082 -4.230094 -3.033443 -0.2 0.2 -0.7 0.065
H 5.619375 1.528425 -1.659376 -0.1 0.4 -0.6 0.128
H 6.100413 4.006032 1.209526 0.6 -0.1 0.0 0.239
H 2.322690 3.337726 0.781736 0.2 0.2 -0.1 -0.451
H -2.403407 3.117668 -1.504066 -0.5 0.2 0.6 0.515
H 3.007398 -5.088786 0.660506 0.3 -0.3 0.5 0.162
H -1.913937 -5.079661 -4.097144 -0.4 -0.2 -0.2 0.260
H 4.760520 -3.047503 -0.797214 0.0 0.1 0.1 0.294
H 2.566998 -2.213814 5.108855 0.1 -0.5 -0.3 0.207
H -1.653076 5.250665 -2.963684 0.2 0.1 -0.1 0.231
H -6.529067 -0.272755 2.914488 -0.1 0.1 -0.2 0.151
H 0.228306 -0.165321 2.771708 -0.1 0.2 0.6 0.227
H 2.087675 1.524382 -3.101676 0.0 0.0 -0.3 0.209
H 0.317168 1.141256 3.578958 -0.3 -0.5 0.0 0.363
H 0.766998 3.492117 1.355193 -0.3 0.5 0.3 -0.025
H 3.190510 4.598802 -0.768171 0.2 0.2 -0.3 0.056
H -6.398554 -1.940452 3.190351 0.3 -0.2 -0.2 0.236
H 2.538189 6.177930 -1.151470 0.0 0.0 0.0 0.227
H -4.069054 0.504361 -4.959503 -0.5 0.7 -0.6 0.138
H -2.454228 -2.174339 -3.765244 0.0 0.1 0.2 -0.026
H 2.566900 1.875096 -1.478286 0.1 -0.3 -0.6 -0.120
H 0.155145 -5.151259 3.581258 0.2 0.1 0.2 0.195
H -2.280044 2.181406 0.355608 -0.5 0.2 -0.1 0.029
H -4.768527 -0.282849 -6.431989 -0.1 0.4 0.1 0.203
H -5.033697 -0.186594 -0.211692 0.3 -0.1 0.2 0.204
H -2.905114 -6.499152 -1.110515 -0.1 -0.1 0.1 0.206
H -2.918098 -6.262751 -3.251441 -0.2 0.0 -0.9 0.205
H -6.255732 -2.713099 -0.671994 -0.2 -0.1 0.3 0.189
H 0.138717 3.106105 -0.860216 0.1 -0.1 0.0 -0.376
H -0.864896 1.433535 0.990523 -0.1 0.0 -0.2 -0.534
H -7.747624 -2.473707 -1.544979 0.1 0.1 -0.1 0.238
H 6.102849 0.600944 0.378176 0.0 0.1 0.0 0.162
H -3.273821 3.730710 1.674645 0.6 -0.2 0.6 0.317
H -2.568818 4.475304 3.028167 0.8 -0.2 0.3 0.256
H 0.285001 -3.950034 2.283603 -0.7 -0.1 0.4 0.228
H -2.890508 -0.545481 -3.400812 0.1 0.1 -0.1 -0.015
H -3.579102 2.440034 -2.527721 0.3 0.0 -0.1 0.099
H 7.090005 3.015214 2.302292 0.4 0.3 -0.2 0.167
H 6.570638 1.088690 -3.117621 -0.5 0.4 0.0 0.191
H -0.722597 5.108261 -1.482256 -0.1 0.3 0.0 0.150
H 1.362199 -0.507304 5.371568 -0.4 0.8 0.0 0.147
H 5.746367 -4.210072 -0.737036 0.0 0.1 0.0 0.280
H 4.523255 1.857763 4.207947 0.0 0.1 -0.1 0.231
H 7.360231 -0.661430 0.272170 -0.5 0.1 0.7 0.163
H -6.376882 2.674964 -0.658955 0.0 -0.1 0.0 0.250
H -4.503190 -3.586101 -1.485968 -0.2 -0.1 0.0 0.138
H 2.824780 2.836001 -4.720564 -0.1 0.0 -0.2 0.159
H 4.280939 3.761528 -4.623556 -0.1 0.0 0.1 0.250
H 2.439760 -3.541657 6.264885 0.1 0.0 -0.2 0.191
H -5.816766 2.309376 -2.208681 0.3 0.1 -0.1 0.191
H -5.225758 0.560414 1.334923 0.1 0.6 -0.7 0.249
H -1.858580 -5.486486 -0.158208 -0.1 -0.2 0.0 0.233
H 1.174683 0.259475 6.947643 -0.2 -0.1 0.1 0.182
H -0.180776 1.719385 -1.855458 0.2 0.0 0.2 -0.415
H 6.162251 1.749982 3.701313 0.1 -0.3 0.2 0.197
```
Forces are in eV/Å.

---

[3]
ORCA calculation (the ωB97M-V functional and the def2-TZVPD basis) on 10 unconnected molecules or ions with the total composition C21H50N2O13 at a distorted geometry.

Calculated values
SMILES: N[C@@H]1OC(=O)O[C@@H]1CCC(=O)Nc1ccccc1.CO.CO.CO.CO.CO.CO.CO.CO.CO
F_max: 9.93 eV Å⁻¹
Charge: 0
HOMO level: -8.631 eV
Frontier orbital gap: 8.4818 eV
LUMO: -0.0055 Ha

Geometry as XYZ:
```
86
Properties=species:S:1:pos:R:3:forces:R:3:mulliken_charge:R:1
O 2.186092 3.711718 -0.462147 0.2 -0.3 0.8 -0.473
O 1.475369 0.873996 -5.055181 3.1 -4.2 6.1 -0.608
O 0.167908 3.376685 2.224489 0.5 -0.1 0.0 -0.509
O 2.673420 -5.318881 -5.140632 0.4 0.2 0.0 -0.459
O 6.403298 -4.883117 -0.198501 0.0 0.0 0.7 -0.441
O -1.704249 0.782388 -0.480711 0.4 -4.1 -0.1 -0.443
O -4.874725 -1.182120 7.466971 0.2 -0.3 -0.2 -0.524
O -5.094897 3.572758 2.262725 0.0 0.0 0.6 -0.543
O -3.147800 -1.133553 3.794154 0.4 -0.2 -0.1 -0.586
O -2.714767 -1.560999 -0.569225 6.3 6.6 4.0 -0.572
O -4.940068 -3.521745 3.932479 0.2 0.2 0.0 -0.484
O 0.923657 7.767242 -0.427840 0.3 -0.1 0.6 -0.453
O -0.783482 -0.838344 0.963855 -1.3 0.5 -3.0 -0.402
N 1.661539 0.002766 1.103011 -1.3 -1.0 -0.8 -0.495
N 2.862629 -1.025879 -4.415475 -0.2 1.6 3.5 -0.290
C -0.240077 0.919553 -0.638128 0.7 -1.6 0.1 0.384
C -0.845505 4.174451 1.640666 0.1 0.1 -0.1 -0.381
C 1.977244 0.153326 -4.033964 -2.3 3.5 -5.0 0.005
C 1.819737 4.628793 -1.476565 -0.2 0.4 -0.1 -0.558
C -5.271828 0.096013 7.005483 0.2 -0.2 -0.1 -0.454
C 1.583384 -5.541911 -6.016055 0.1 0.1 -0.1 -0.588
C 1.947692 -2.984747 -2.799236 3.5 0.6 3.0 -0.334
C 6.861789 -5.596664 -1.332044 0.1 -0.2 0.1 -0.539
C 4.580585 -2.448640 -0.812825 -3.7 -0.7 -2.5 -0.343
C 3.438983 -3.565400 -0.403304 -0.5 2.2 -3.7 -0.335
C -4.161214 -0.335788 3.210331 0.1 0.1 -0.2 -0.777
C 4.382154 -1.590039 -2.202325 -2.6 -2.8 1.3 -0.363
C -6.030103 -3.744775 3.057056 0.2 0.1 0.0 -0.547
C 3.075409 -1.842058 -3.159830 0.6 -2.6 2.9 0.368
C 1.632037 0.647572 -2.509840 -0.2 0.4 -0.3 0.343
C 0.373223 -0.121223 -1.794928 -0.3 0.1 0.6 -0.125
C 0.202841 0.270724 0.805609 -0.4 3.7 0.6 -0.169
C 2.148710 -3.842589 -1.405514 2.5 2.9 -0.8 -0.412
C 0.557302 8.684316 -1.442258 0.0 0.2 0.1 -0.557
C -4.636406 2.859210 1.129181 0.1 -0.2 0.1 -0.298
C -1.846332 -0.656134 -0.078190 -2.1 -2.0 -1.6 0.714
H -4.385731 0.697806 6.789064 -0.1 0.2 -0.1 0.219
H 0.931930 -6.305574 -5.584999 0.2 0.1 0.0 0.218
H 2.600114 0.620500 -1.853207 -1.8 -0.2 -1.2 0.237
H 6.622715 -5.417413 0.583641 -0.1 0.4 -0.4 0.271
H -5.139353 1.890285 1.079406 0.1 -0.1 -0.3 0.245
H 3.774292 -0.591008 -4.750554 -1.5 -0.9 0.4 0.425
H 1.956430 -5.887883 -6.983210 -0.3 0.0 -0.1 0.277
H 2.308870 0.439465 0.410413 -1.0 -0.9 0.6 0.233
H -4.875479 3.038463 3.044868 -0.2 0.4 -0.4 0.318
H 5.493852 -2.277768 -0.093135 -2.0 -0.4 -1.8 0.277
H 1.240254 8.289347 0.328821 -0.2 -0.4 -0.4 0.279
H 1.458182 4.072751 -2.344596 0.1 0.0 0.1 0.311
H -0.237279 9.338002 -1.074159 0.0 0.1 -0.2 0.270
H -1.765210 4.059937 2.218952 0.2 0.0 0.0 0.186
H 1.867844 -1.006455 1.270313 -0.2 1.2 -0.6 0.292
H -0.072366 1.133214 1.553949 0.1 -2.0 -1.1 0.413
H 0.971088 3.498676 1.690273 -0.5 -0.2 0.2 0.254
H 1.025156 5.282478 -1.108467 0.1 0.1 -0.3 0.161
H -5.657058 -4.090747 2.089901 -0.3 0.0 -0.1 0.250
H 2.502690 4.233824 0.294513 0.0 -0.3 -0.5 0.277
H 1.332156 -4.647022 -1.105857 2.0 1.9 -0.7 0.301
H -5.861958 0.586909 7.782755 0.1 -0.2 -0.1 0.280
H 3.233513 -4.637256 -5.549346 -0.3 -0.4 0.4 0.274
H 3.552075 -4.175248 0.594233 -0.2 1.3 -2.3 0.282
H -4.868226 3.434156 0.229692 0.0 0.0 0.2 0.321
H 0.717000 -1.079886 -1.172500 -0.6 2.0 -1.7 0.068
H -5.879819 -0.013702 6.104064 -0.1 0.3 0.0 0.164
H 1.019983 -4.614035 -6.141696 -0.2 -0.1 -0.2 0.269
H 5.178383 -0.783805 -2.524542 -1.8 -1.8 0.7 0.250
H 2.690826 5.222781 -1.764017 -0.2 0.1 -0.2 0.309
H -4.353377 -1.593272 6.756680 -0.3 0.1 0.4 0.320
H -6.593505 -2.816899 2.931416 -0.2 -0.1 -0.2 0.234
H 1.428391 9.278305 -1.729709 -0.1 0.1 -0.2 0.274
H -0.035101 2.057897 -0.831107 -0.2 -2.4 0.6 -0.096
H 6.358842 -6.565589 -1.381820 0.1 0.0 -0.2 0.271
H 6.629968 -5.021720 -2.231534 0.0 0.0 0.2 0.195
H -1.020907 3.847664 0.612711 -0.2 0.2 -0.1 0.137
H 7.943000 -5.738699 -1.261557 0.0 -0.1 -0.2 0.268
H -3.853501 0.712693 3.223053 -0.2 0.1 -0.1 0.334
H -4.379975 -2.840121 3.523766 0.0 -0.3 0.4 0.321
H -2.344621 -1.011562 3.259939 -0.3 -0.2 0.3 0.284
H 0.999350 -3.188999 -3.474558 2.4 0.6 1.5 0.289
H -5.080919 -0.450301 3.788616 0.2 0.0 0.0 0.334
H -4.336615 -0.662574 2.182376 -0.2 0.2 -0.1 0.352
H -0.477499 -0.459519 -2.560714 2.0 1.0 1.6 0.314
H -3.555194 2.717176 1.199668 0.0 -0.2 -0.3 -0.012
H 0.195745 8.128274 -2.310288 0.1 0.0 0.2 0.215
H -0.537793 5.222931 1.653387 -0.3 0.1 -0.1 0.308
H -6.681558 -4.508438 3.488112 0.1 0.1 0.0 0.242
H 1.316857 1.795056 -2.594299 0.8 -2.6 -0.2 -0.261
```
Forces are in eV/Å.